# 1
A molecular structure, C42H54AsNO6Se2SiV, computed with ωB97M-V/def2-TZVPD.

Element x y z (Å)
V (0.394, 0.257, -0.215)
O (-0.199, 1.731, 3.528)
C (0.361, 1.334, 2.343)
O (-0.439, 0.962, 1.362)
C (1.694, 1.193, 2.135)
C (2.809, 1.208, 3.047)
C (3.986, 0.676, 2.659)
C (4.129, 0.072, 1.333)
C (3.087, 0.119, 0.495)
N (1.889, 0.714, 0.820)
C (2.959, -0.589, -0.830)
O (3.816, -1.295, -1.300)
O (1.749, -0.401, -1.364)
H (-1.152, 1.619, 3.428)
H (2.664, 1.606, 4.044)
H (4.820, 0.649, 3.350)
H (5.036, -0.430, 1.026)
O (-3.131, -5.031, -3.888)
C (-1.890, -5.433, -3.305)
C (-1.092, -4.195, -2.915)
C (-0.746, -3.387, -4.182)
O (0.331, -3.939, -4.926)
C (-1.915, -3.327, -1.989)
Se (-0.815, -2.046, -0.938)
C (0.138, -4.663, -2.143)
Se (1.193, -3.103, -1.705)
H (-3.623, -5.820, -4.132)
H (-1.295, -6.012, -4.018)
H (-2.069, -6.045, -2.414)
H (-0.535, -2.352, -3.908)
H (-1.617, -3.394, -4.834)
H (1.142, -3.696, -4.461)
H (-2.419, -3.936, -1.237)
H (-2.660, -2.745, -2.530)
H (0.758, -5.340, -2.732)
H (-0.165, -5.174, -1.227)
C (-3.667, -5.630, 0.963)
C (-4.403, -4.463, 1.124)
C (-3.780, -3.306, 1.581)
C (-2.423, -3.306, 1.899)
C (-1.689, -4.476, 1.720)
C (-2.308, -5.632, 1.255)
As (-1.625, -1.573, 2.409)
C (0.109, -2.185, 3.048)
C (1.251, -2.393, 2.285)
C (2.429, -2.805, 2.898)
C (2.456, -3.013, 4.272)
C (1.318, -2.800, 5.039)
C (0.140, -2.375, 4.433)
C (-1.133, -2.073, 5.132)
C (-1.350, -2.139, 6.504)
C (-2.587, -1.787, 7.028)
C (-3.612, -1.362, 6.190)
C (-3.400, -1.294, 4.818)
C (-2.171, -1.663, 4.290)
H (-4.150, -6.534, 0.611)
H (-5.458, -4.450, 0.877)
H (-4.352, -2.390, 1.683)
H (-0.628, -4.484, 1.941)
H (-1.726, -6.536, 1.116)
H (1.238, -2.239, 1.213)
H (3.319, -2.952, 2.300)
H (3.372, -3.339, 4.751)
H (1.354, -2.957, 6.111)
H (-0.556, -2.456, 7.169)
H (-2.751, -1.835, 8.098)
H (-4.570, -1.074, 6.608)
H (-4.191, -0.948, 4.161)
C (0.092, 0.706, -3.928)
C (-1.226, 1.352, -3.459)
C (-1.587, 2.464, -4.456)
C (-2.284, 0.248, -3.608)
Si (-1.007, 1.929, -1.573)
C (-0.066, 3.637, -1.548)
C (1.212, 3.525, -2.397)
C (-0.853, 4.863, -2.034)
C (0.409, 3.920, -0.110)
C (-2.815, 2.180, -0.842)
C (-3.819, 2.884, -1.768)
C (-2.770, 3.002, 0.457)
C (-3.388, 0.805, -0.454)
H (-0.013, 0.359, -4.967)
H (0.356, -0.155, -3.309)
H (0.937, 1.393, -3.887)
H (-1.795, 2.019, -5.440)
H (-0.766, 3.171, -4.589)
H (-2.472, 3.025, -4.155)
H (-2.251, -0.149, -4.634)
H (-3.299, 0.603, -3.432)
H (-2.090, -0.580, -2.925)
H (0.995, 3.475, -3.465)
H (1.796, 2.640, -2.123)
H (1.840, 4.410, -2.229)
H (-1.255, 4.731, -3.038)
H (-0.190, 5.742, -2.055)
H (-1.683, 5.101, -1.365)
H (1.011, 3.095, 0.281)
H (-0.419, 4.080, 0.581)
H (1.031, 4.827, -0.101)
H (-3.459, 3.864, -2.089)
H (-4.766, 3.038, -1.230)
H (-4.045, 2.301, -2.660)
H (-2.564, 4.057, 0.262)
H (-2.013, 2.624, 1.144)
H (-3.748, 2.946, 0.960)
H (-3.537, 0.152, -1.316)
H (-4.365, 0.935, 0.037)
H (-2.726, 0.293, 0.249)

Cartesian forces, eV/Å:
-1.204 0.915 -1.156
-0.146 0.161 -0.052
0.154 -0.208 -0.023
-0.340 0.195 1.084
-0.197 -0.195 -0.002
-0.018 0.041 -0.152
0.102 -0.090 -0.202
0.439 0.113 0.479
-0.654 0.207 -0.184
1.065 -0.050 0.769
-0.336 0.540 0.179
0.291 -0.136 -0.295
1.267 -0.983 -0.323
0.026 0.008 -0.033
0.019 0.002 -0.027
0.023 0.005 -0.038
-0.007 -0.027 0.050
0.064 -0.075 0.066
-0.176 -0.031 -0.018
0.122 0.001 -0.239
0.158 -0.059 0.051
-0.073 -0.093 0.101
-0.711 0.398 0.347
0.582 -0.943 -0.383
-0.073 -0.138 0.089
-0.018 0.281 0.167
0.027 0.037 -0.001
0.010 -0.020 -0.037
-0.005 -0.010 0.027
0.020 0.048 0.003
-0.050 0.028 -0.041
-0.009 0.090 -0.051
-0.036 0.030 0.011
-0.012 -0.024 -0.012
0.034 0.060 -0.049
-0.045 -0.052 -0.011
0.018 0.024 0.024
0.063 0.008 0.009
0.055 -0.073 -0.005
0.074 -0.074 -0.067
-0.085 -0.024 0.014
-0.011 0.101 0.013
-0.324 -0.291 0.234
0.057 -0.038 -0.163
-0.018 0.011 0.063
-0.050 -0.003 0.041
-0.089 0.005 0.019
0.070 0.020 -0.013
-0.147 0.041 0.116
0.136 -0.039 -0.037
-0.003 -0.008 0.026
-0.004 -0.013 -0.054
0.054 -0.021 -0.020
0.042 -0.043 -0.002
0.029 0.085 -0.029
0.013 0.030 -0.025
0.006 0.014 0.029
-0.031 -0.010 -0.024
0.002 -0.006 -0.010
0.000 0.004 0.030
-0.006 -0.016 -0.004
-0.015 0.014 0.003
-0.009 0.024 -0.014
0.011 0.009 -0.012
-0.016 0.016 -0.007
0.007 0.002 -0.009
0.011 -0.011 -0.014
-0.017 0.002 0.022
-0.060 -0.003 0.015
0.178 -0.042 -0.044
0.026 -0.054 0.022
-0.035 0.067 0.018
-0.263 0.048 -0.385
0.109 0.184 0.065
-0.056 -0.027 0.023
0.050 -0.028 0.028
-0.031 -0.016 -0.038
-0.068 0.052 0.139
0.008 -0.052 0.040
0.020 0.007 0.006
0.013 0.012 -0.009
0.002 0.038 0.042
-0.001 0.014 -0.053
-0.009 -0.045 -0.027
0.033 0.031 0.036
-0.039 0.007 0.019
-0.012 0.007 -0.017
0.009 0.011 0.053
-0.024 0.000 -0.006
-0.001 0.022 -0.031
0.031 -0.002 0.026
0.003 0.050 -0.015
-0.019 -0.041 0.003
-0.001 0.019 -0.006
-0.048 -0.042 0.017
0.017 -0.001 -0.034
0.013 0.064 -0.001
0.057 -0.007 -0.015
-0.028 -0.041 -0.008
-0.019 -0.011 0.008
0.047 -0.006 -0.038
-0.005 0.010 -0.029
-0.013 -0.029 0.022
-0.054 0.001 -0.007
0.038 0.019 -0.055
-0.001 0.007 0.010
0.058 -0.014 -0.038
-0.039 0.027 0.034

The LUMO energy (alpha / beta) is 2.092 / 2.049 eV. As for the spin multiplicity: 3. Its HOMO-LUMO gap (alpha / beta) is 5.1 / 5.1 eV. For the energy above the lowest of the compared OMol25 structures with the same formula, charge and spin, the calculation gives 200.0 kJ/mol. As for the net charge: -1.

These are the Mulliken partial charges, in e, on atoms 1 to 8: atom 1 (V): -0.9390, atom 2 (O): -0.7462, atom 3 (C): 0.4433, atom 4 (O): 0.1891, atom 5 (C): -0.0625, atom 6 (C): -1.5796, atom 7 (C): -0.3621, atom 8 (C): -0.8709


# 2
10 unconnected molecules or ions with the total composition C42H54F11N3O30P, computed with ωB97M-V/def2-TZVPD.

Element x y z (Å)
C (3.081, -2.844, 0.203)
C (2.789, -3.227, 1.703)
C (4.024, -3.098, 2.629)
C (4.725, -1.714, 2.532)
C (4.134, -0.650, 3.541)
C (4.065, 0.765, 2.849)
C (5.271, 1.698, 3.173)
C (6.526, 1.479, 2.258)
C (6.574, 2.460, 1.022)
C (5.270, 2.239, 0.254)
C (4.200, 3.193, 0.361)
F (4.443, 4.251, 1.136)
N (3.021, 3.190, -0.160)
N (2.830, 2.109, -0.893)
P (1.202, 1.923, -1.648)
N (0.173, 3.011, -1.275)
O (1.457, 1.936, -3.254)
O (0.567, 0.457, -1.229)
C (3.711, 1.147, -1.141)
O (3.346, 0.132, -1.965)
C (5.040, 1.111, -0.593)
C (6.077, 0.012, -0.840)
C (6.229, -0.421, -2.326)
F (6.214, 0.643, -3.210)
H (4.155, -3.050, -0.014)
H (2.885, -1.749, 0.098)
H (2.432, -3.397, -0.505)
H (2.435, -4.279, 1.728)
H (1.925, -2.607, 2.022)
H (3.746, -3.310, 3.684)
H (4.760, -3.891, 2.361)
H (4.748, -1.345, 1.489)
H (5.787, -1.868, 2.836)
H (4.677, -0.634, 4.500)
H (3.067, -0.944, 3.667)
H (3.941, 0.553, 1.767)
H (3.143, 1.313, 3.153)
H (5.594, 1.527, 4.222)
H (4.918, 2.752, 3.127)
H (6.540, 0.431, 1.895)
H (7.428, 1.595, 2.895)
H (7.398, 2.141, 0.347)
H (6.735, 3.509, 1.325)
H (0.599, 3.656, -0.603)
H (0.593, 2.223, -3.614)
H (0.823, 0.326, -0.295)
H (3.572, -0.676, -1.457)
H (5.854, -0.834, -0.160)
H (7.055, 0.435, -0.529)
H (7.224, -0.906, -2.426)
H (5.485, -1.210, -2.552)
C (-2.872, -1.699, 1.884)
C (-1.700, -1.416, 0.993)
O (-0.618, -1.994, 1.703)
C (-1.149, -3.031, 2.422)
O (-0.495, -3.891, 2.914)
O (-2.499, -2.951, 2.486)
F (-1.475, -0.082, 0.873)
H (-2.998, -0.943, 2.662)
H (-3.805, -1.793, 1.331)
H (-1.767, -1.865, 0.000)
C (-4.575, -3.181, -2.708)
C (-6.056, -3.303, -2.498)
O (-6.218, -2.956, -1.135)
C (-5.203, -2.097, -0.855)
O (-5.179, -1.403, 0.111)
O (-4.232, -2.129, -1.805)
F (-6.469, -4.585, -2.671)
H (-4.039, -4.091, -2.427)
H (-4.315, -2.923, -3.730)
H (-6.656, -2.636, -3.119)
C (-6.963, -5.554, 0.554)
C (-5.600, -5.901, 1.080)
O (-5.703, -5.576, 2.451)
C (-7.021, -5.749, 2.784)
O (-7.421, -5.823, 3.897)
O (-7.804, -5.827, 1.676)
F (-4.637, -5.120, 0.516)
H (-7.052, -4.502, 0.285)
H (-7.247, -6.161, -0.304)
H (-5.327, -6.953, 0.972)
C (-0.703, -0.724, -5.582)
C (-1.359, -2.069, -5.438)
O (-2.556, -1.764, -4.747)
C (-2.882, -0.482, -5.103)
O (-3.945, 0.006, -4.931)
O (-1.827, 0.150, -5.685)
F (-0.612, -2.901, -4.671)
H (-0.111, -0.455, -4.704)
H (-0.073, -0.658, -6.467)
H (-1.598, -2.559, -6.385)
C (-9.901, -0.018, -1.892)
C (-9.663, -1.242, -2.730)
O (-8.809, -2.024, -1.914)
C (-9.121, -1.691, -0.620)
O (-8.802, -2.327, 0.326)
O (-9.846, -0.545, -0.567)
F (-9.006, -0.934, -3.877)
H (-9.118, 0.733, -2.017)
H (-10.866, 0.445, -2.090)
H (-10.565, -1.811, -2.966)
C (-0.265, 6.517, -0.745)
C (-1.078, 6.958, -1.930)
O (-2.300, 7.356, -1.340)
C (-1.990, 7.782, -0.078)
O (-2.710, 8.426, 0.606)
O (-0.744, 7.375, 0.287)
F (-1.317, 5.925, -2.777)
H (-0.452, 5.483, -0.470)
H (0.805, 6.650, -0.899)
H (-0.649, 7.795, -2.487)
C (7.834, 2.214, -5.547)
C (8.341, 2.840, -6.817)
O (9.743, 2.852, -6.624)
C (10.022, 1.792, -5.809)
O (11.102, 1.336, -5.648)
O (8.892, 1.321, -5.208)
F (7.906, 4.117, -6.943)
H (7.702, 2.943, -4.745)
H (6.898, 1.676, -5.689)
H (8.101, 2.281, -7.724)
C (-3.780, -3.533, 5.307)
C (-4.844, -4.237, 6.100)
O (-5.219, -3.258, 7.057)
C (-4.998, -2.048, 6.467)
O (-5.437, -1.020, 6.860)
O (-4.209, -2.172, 5.363)
F (-4.341, -5.315, 6.751)
H (-2.791, -3.620, 5.764)
H (-3.723, -3.884, 4.281)
H (-5.719, -4.536, 5.519)
C (0.973, 5.327, 4.843)
C (0.049, 6.457, 4.487)
O (0.198, 6.550, 3.079)
C (0.511, 5.303, 2.649)
O (0.448, 4.949, 1.514)
O (0.899, 4.503, 3.676)
F (0.454, 7.617, 5.048)
H (2.002, 5.660, 4.988)
H (0.650, 4.784, 5.729)
H (-1.000, 6.278, 4.731)

Cartesian forces, eV/Å:
0.248 0.010 0.721
-0.364 -0.202 -0.522
0.145 0.008 -0.285
0.837 -0.275 1.569
-0.978 0.166 -2.037
-0.105 -0.016 0.892
0.043 -0.150 -0.335
-0.076 0.266 0.459
-0.253 -1.049 -0.077
0.322 -0.851 -1.057
0.752 0.907 1.093
-0.089 -0.385 -0.380
0.767 -0.294 0.091
-0.836 -1.900 -1.782
-3.925 0.640 -0.774
1.951 -0.014 0.738
0.069 -1.179 1.520
2.546 1.058 -0.549
2.149 -1.364 -0.159
-0.275 0.718 1.165
-0.662 2.377 1.233
0.132 1.197 -0.336
0.708 -1.328 0.809
-0.502 -0.217 0.507
-0.685 0.086 -0.155
0.158 -0.549 -0.144
0.399 0.375 0.406
0.171 0.655 0.061
0.592 -0.416 0.119
0.083 0.228 -0.637
-0.495 0.458 0.015
-0.216 -0.109 0.547
-0.515 0.091 -0.430
-0.377 -0.050 -0.414
0.717 0.111 0.456
0.173 0.362 0.480
0.508 -0.480 -0.024
-0.383 0.080 -0.594
0.454 -0.520 -0.002
-0.029 0.539 0.167
-0.368 0.131 -0.704
-0.379 0.417 0.485
-0.287 -0.577 -0.177
-0.677 0.272 -0.043
0.384 0.217 -0.022
-0.734 -0.227 -0.155
-0.243 -0.094 -0.616
0.169 0.163 -0.567
-0.675 -0.343 -0.026
-0.581 0.293 0.067
0.142 0.763 -0.493
-0.868 -0.064 0.111
-0.035 0.379 0.140
-0.235 -0.304 -0.222
-0.005 -0.502 0.505
0.000 0.127 0.000
0.798 0.323 -0.345
0.206 0.021 -0.103
0.207 0.045 -0.057
0.300 -0.161 0.317
0.041 0.180 -0.060
0.458 -0.127 -0.537
-0.246 -0.554 -0.050
0.574 0.600 -0.528
-0.084 0.169 0.450
-0.117 -0.002 -0.358
-0.423 -0.060 0.337
-0.128 0.011 0.014
-0.209 -0.058 0.092
0.025 0.233 0.141
-0.096 -0.147 0.011
-0.497 0.003 -0.608
0.177 0.383 0.040
-0.281 -0.378 -0.188
-0.609 0.103 0.348
0.183 0.119 -0.061
0.665 -0.078 0.347
0.154 -0.047 -0.006
0.135 -0.035 0.123
-0.151 -0.072 0.161
0.201 0.090 -0.052
0.429 0.371 -0.353
0.159 -0.300 0.448
0.261 0.258 -0.597
-0.545 0.553 0.153
0.116 -0.128 0.065
-0.109 -0.442 0.191
-0.055 -0.107 -0.024
-0.062 -0.235 0.080
-0.178 0.138 -0.052
0.070 -0.121 0.082
-0.384 0.543 0.083
0.367 0.079 -0.323
-0.613 0.245 0.154
0.216 -0.157 0.795
0.017 0.018 -0.176
0.204 -0.384 -0.341
0.012 -0.147 -0.073
0.079 -0.155 -0.147
-0.025 -0.083 0.216
0.081 -0.003 -0.155
0.529 -0.071 0.027
-0.313 -0.374 -0.133
0.537 0.285 0.167
-0.334 0.219 0.498
0.048 -0.142 -0.064
-0.307 0.089 -0.411
0.007 0.070 -0.138
-0.234 0.057 -0.248
-0.037 0.156 0.174
-0.069 -0.092 -0.141
-0.505 -0.334 0.264
0.105 0.600 0.025
-0.371 -0.577 0.062
0.667 -0.164 0.160
-0.148 0.074 0.062
0.059 0.241 -0.257
-0.010 -0.008 -0.110
0.068 0.168 -0.182
0.145 -0.163 0.040
-0.036 0.147 -0.046
0.324 -0.170 -0.552
0.109 -0.284 0.367
-0.009 0.252 -0.631
-0.151 0.473 0.301
0.135 -0.080 -0.034
-0.223 -0.175 0.258
-0.076 -0.040 0.034
-0.112 -0.130 0.152
-0.093 0.185 0.001
0.028 -0.148 0.095
0.147 -0.419 0.531
0.198 0.595 0.163
-0.128 -0.705 0.100
0.002 0.007 -0.366
0.302 -0.170 0.274
-0.130 0.299 -0.256
-0.085 0.014 -0.045
-0.096 0.206 -0.057
-0.044 -0.167 -0.184
0.013 0.140 0.008

The LUMO energy is -4.956 eV. As for the spin multiplicity: 1. Its HOMO-LUMO gap is 7.3 eV. As for the net charge: +1.

These are the Mulliken partial charges, in e, on atoms 1 to 8: atom 1 (C): -0.6272, atom 2 (C): 0.1825, atom 3 (C): -1.4141, atom 4 (C): 0.8126, atom 5 (C): -0.7939, atom 6 (C): 0.1608, atom 7 (C): -0.8488, atom 8 (C): -0.4160


| no. | E_tot (Ha) | strongest force on any atom (eV/A) |
| --- | --- | --- |
| 1 | -10411.267511 | 1.903 |
| 2 | -5494.037853 | 4.052 |